20
Properties=species:S:1:pos:R:3:mulliken_charge:R:1 method="wB97M-V/def2-TZVPD" total_charge=+1 e_lumo_ev="-4.217 / -4.217" max_force_ev_per_a=4.865 relative_energy_kcal_mol=143.5 e_tot_ha=-361.5394 orbital_gap_ev="8.150 / 8.149"
C -0.88 1.25 0.35 -0.259
C -0.61 -0.72 -0.81 -0.445
C 2.42 1.22 -0.12 -0.860
C 1.31 -1.48 0.60 -0.864
C -2.88 0.03 -0.01 -0.724
N 1.16 0.59 -0.54 -0.635
N 0.80 -0.58 -0.36 0.713
N -1.45 0.25 -0.15 0.084
H -1.35 2.01 0.95 0.291
H -0.61 -0.33 -1.85 0.329
H -0.85 -1.80 -0.70 0.384
H 2.58 2.09 -0.80 0.286
H 2.42 1.59 0.91 0.336
H 3.24 0.55 -0.21 0.413
H 1.15 -1.05 1.57 0.432
H 1.02 -2.45 0.59 0.338
H 2.42 -1.44 0.54 0.274
H -3.35 -0.94 0.00 0.323
H -3.48 0.55 -0.81 0.330
H -3.02 0.67 0.87 0.253

21
Properties=species:S:1:pos:R:3:mulliken_charge:R:1 method="wB97M-V/def2-TZVPD" total_charge=+1 e_lumo_ev=-3.551 smiles="CN/[NH+]=C(/C)NC(C)=O" max_force_ev_per_a=4.726 relative_energy_kcal_mol=58.4 e_tot_ha=-436.9357 orbital_gap_ev=10.752
C 3.01 0.40 1.15 -0.885
N 1.77 0.76 0.46 -0.435
N 1.38 -0.21 -0.44 -0.028
C 0.10 -0.52 -0.45 0.748
C -0.20 -1.77 -1.12 -1.068
N -0.74 0.36 -0.01 -0.140
C -2.17 0.04 0.09 0.530
C -3.07 1.17 0.17 -1.067
O -2.64 -1.05 -0.23 -0.504
H 3.04 1.11 1.96 0.329
H 3.01 -0.61 1.53 0.375
H 4.00 0.55 0.71 0.303
H 1.91 1.61 -0.10 0.250
H 1.98 -0.92 -0.82 0.248
H -1.16 -1.68 -1.74 0.338
H 0.61 -2.22 -1.68 0.346
H -0.48 -2.33 -0.14 0.308
H -0.37 1.11 0.47 0.321
H -4.09 0.65 0.14 0.319
H -2.94 1.59 -0.84 0.310
H -2.95 1.97 0.89 0.402

21
Properties=species:S:1:pos:R:3:mulliken_charge:R:1 method="wB97M-V/def2-TZVPD" e_lumo_ev="0.022 / 0.023" max_force_ev_per_a=4.440 relative_energy_kcal_mol=143.2 e_tot_ha=-416.5173 orbital_gap_ev="7.593 / 7.592"
C -0.67 -1.95 0.47 -0.744
N -1.54 -1.47 -0.49 -0.109
C -2.01 -0.18 -0.53 0.474
N -2.92 0.51 -0.77 -0.660
H -1.78 -2.05 -1.28 0.214
H 0.56 -1.20 0.20 0.129
H -0.68 -1.37 1.38 0.329
H -0.79 -3.01 0.70 0.382
C 1.28 0.35 -1.56 -1.406
N -0.39 0.87 0.16 -0.319
C 1.00 0.28 -0.07 0.767
N -0.68 1.12 1.53 -0.693
C 2.01 0.67 0.79 -0.982
H -0.56 1.67 -0.45 0.404
H -0.13 1.93 1.84 0.244
H -1.67 1.34 1.61 0.265
H 0.53 -0.24 -2.10 0.330
H 2.27 -0.05 -1.77 0.420
H 1.25 1.37 -1.93 0.338
H 1.89 0.63 1.86 0.347
H 3.02 0.79 0.43 0.270

21
Properties=species:S:1:pos:R:3:mulliken_charge:R:1 method="wB97M-V/def2-TZVPD" e_lumo_ev=0.700 max_force_ev_per_a=1.926 relative_energy_kcal_mol=56.2 e_tot_ha=-416.6559 orbital_gap_ev=9.562
H 2.93 -1.24 0.01 0.231
N 2.54 -0.94 -0.90 -0.748
C 1.45 -0.32 -0.85 0.234
N 0.67 0.08 0.25 0.011
C 1.11 -0.12 1.61 -1.121
N -0.42 0.93 0.03 -0.050
C -0.13 2.35 -0.16 -0.906
C -1.71 0.48 -0.24 0.129
N -2.26 -0.67 -0.28 -0.589
C -1.53 -1.88 0.11 -0.603
H 0.93 0.01 -1.77 0.387
H 0.29 0.14 2.31 0.294
H 1.39 -1.19 1.68 0.446
H 2.00 0.52 1.89 0.295
H 0.05 2.60 -1.24 0.277
H 0.83 2.56 0.33 0.290
H -0.97 2.96 0.22 0.383
H -2.32 1.32 -0.52 0.369
H -2.22 -2.73 0.04 0.295
H -1.06 -1.74 1.08 0.183
H -0.74 -2.11 -0.64 0.194

21
Properties=species:S:1:pos:R:3:mulliken_charge:R:1 method="wB97M-V/def2-TZVPD" total_charge=+2 e_lumo_ev=-6.282 max_force_ev_per_a=3.760 relative_energy_kcal_mol=17.9 e_tot_ha=-416.0550 orbital_gap_ev=8.333
C 2.39 1.18 -4.35 -0.575
C 0.93 -0.99 -2.14 -0.194
C 1.56 0.49 -3.80 0.423
C 2.42 0.32 -0.79 0.766
C 1.39 1.47 -0.77 -1.437
N 0.74 -0.28 -3.15 -0.337
N 2.03 -0.84 -1.26 -0.166
N 3.52 0.59 -0.12 -0.353
N -6.47 -1.43 5.25 -0.578
H 2.77 1.80 -5.13 0.414
H 0.25 -1.82 -1.72 0.302
H 0.46 1.01 -0.97 0.427
H 1.74 2.23 -1.43 0.371
H 1.39 1.77 0.27 0.516
H -6.14 -0.47 5.43 0.384
H 2.69 -1.69 -1.42 0.323
H 3.44 1.40 0.56 0.260
H 4.44 0.09 -0.16 0.260
H -5.52 -1.82 5.16 0.388
H -7.17 -1.32 4.38 0.432
H -6.85 -1.71 6.14 0.374

23
Properties=species:S:1:pos:R:3:mulliken_charge:R:1 method="wB97M-V/def2-TZVPD" e_lumo_ev=0.687 smiles="CN(CCCN(C)N=O)N=O" max_force_ev_per_a=3.596 relative_energy_kcal_mol=130.3 e_tot_ha=-567.0387 orbital_gap_ev=10.242
C 2.71 -0.48 -0.99 -0.934
N 1.65 0.21 -1.56 0.416
C 0.30 0.02 -1.13 -0.881
C 0.08 0.79 0.14 -0.330
C -1.36 0.83 0.68 -0.771
N -1.65 -0.17 1.71 0.484
C -1.18 -0.04 3.06 -0.860
N -2.52 -1.19 1.39 -0.131
O -3.00 -1.75 2.34 -0.485
N 1.75 0.86 -2.81 -0.082
O 2.87 0.97 -3.29 -0.452
H 2.43 -1.49 -0.75 0.335
H 3.32 -0.03 -0.20 0.283
H 3.51 -0.59 -1.78 0.325
H 0.14 -1.07 -1.11 0.333
H -0.26 0.43 -1.97 0.497
H 0.66 0.29 0.91 0.270
H 0.47 1.80 -0.04 0.313
H -1.76 1.87 0.92 0.291
H -1.97 0.42 -0.17 0.463
H -1.85 0.67 3.53 0.322
H -0.14 0.26 3.02 0.303
H -1.30 -0.96 3.59 0.289

25
Properties=species:S:1:pos:R:3:mulliken_charge:R:1 method="wB97M-V/def2-TZVPD" e_lumo_ev=0.520 smiles=CO[Si](Cn1cnnn1)(OC)OC max_force_ev_per_a=4.713 relative_energy_kcal_mol=0.0 e_tot_ha=-931.9684 orbital_gap_ev=10.141
C -3.41 -0.70 0.41 -0.613
O -1.96 -0.81 0.62 -0.244
Si -0.73 -0.10 -0.11 0.582
C 0.93 -1.18 0.61 -0.714
N 2.11 -0.45 0.33 0.383
C 3.24 -0.26 1.13 -0.021
N 4.09 0.49 0.48 -0.329
N 3.52 0.77 -0.67 -0.609
N 2.37 0.28 -0.76 0.051
O -0.24 1.48 0.26 -0.317
C -0.71 2.24 1.47 -0.675
O -0.71 -0.05 -1.74 -0.270
C -0.17 -0.70 -2.82 -0.610
H -3.88 -1.63 0.84 0.207
H -3.61 -0.43 -0.64 0.294
H -3.66 0.21 0.89 0.292
H 0.98 -2.13 -0.01 0.301
H 0.82 -1.32 1.76 0.282
H 3.45 -0.73 2.06 0.413
H -1.61 1.96 2.02 0.279
H -0.80 3.30 1.19 0.258
H 0.19 2.24 2.12 0.272
H 0.20 0.07 -3.46 0.256
H -1.03 -1.10 -3.35 0.259
H 0.62 -1.48 -2.64 0.273

23
Properties=species:S:1:pos:R:3:mulliken_charge:R:1 method="wB97M-V/def2-TZVPD" e_lumo_ev="0.437 / 0.638" max_force_ev_per_a=6.145 relative_energy_kcal_mol=108.4 e_tot_ha=-889.8998 orbital_gap_ev="7.801 / 7.457"
C -0.21 -1.61 0.14 0.847
C 0.29 -0.43 -0.26 -0.048
C 0.23 -3.02 -0.46 -1.488
C 2.31 0.28 -1.43 -1.030
C -1.58 2.89 1.10 -0.559
N 0.27 0.77 0.41 0.209
N -2.18 -0.43 1.21 -0.446
N -0.42 0.85 1.59 -0.380
N 0.98 -0.39 -1.50 -0.402
O -0.68 2.14 1.85 -0.321
S -1.38 -1.81 1.36 -0.045
H -0.49 -3.20 -1.34 0.286
H 1.37 -3.03 -0.77 0.250
H 0.05 -3.76 0.18 0.567
H 2.64 0.89 -0.59 0.377
H 2.98 -0.53 -1.67 0.300
H 2.43 0.88 -2.43 0.249
H -1.39 3.11 0.07 0.288
H -1.66 3.84 1.67 0.267
H -2.60 2.37 1.09 0.196
H 0.73 1.47 -0.11 0.305
H -2.84 -0.07 1.91 0.255
H 1.15 -1.20 -2.02 0.322

22
Properties=species:S:1:pos:R:3:mulliken_charge:R:1 method="wB97M-V/def2-TZVPD" e_lumo_ev=0.563 max_force_ev_per_a=2.853 relative_energy_kcal_mol=0.0 e_tot_ha=-814.9168 orbital_gap_ev=8.387
C 0.36 -2.13 -2.29 -0.656
N 1.19 -2.43 -1.15 -0.187
C 1.09 -1.67 0.01 0.172
S 2.02 -2.31 1.36 -0.564
N 0.38 -0.57 -0.22 -0.309
C 0.06 0.22 0.83 0.467
N 0.32 0.01 2.13 -0.247
N -0.65 1.33 0.56 0.181
C -0.96 1.74 -0.82 -0.854
C -0.96 2.28 1.54 -1.090
H -0.76 -2.33 -2.18 0.207
H 0.53 -1.04 -2.54 0.185
H 0.77 -2.86 -3.08 0.313
H 1.59 -3.39 -1.09 0.260
H 0.39 0.79 2.80 0.207
H 0.89 -0.80 2.22 0.028
H -0.71 0.87 -1.43 0.193
H -2.04 2.06 -0.99 0.310
H -0.30 2.60 -1.05 0.367
H -0.05 2.62 2.14 0.372
H -1.39 3.15 0.95 0.350
H -1.77 1.85 2.30 0.296

23
Properties=species:S:1:pos:R:3:mulliken_charge:R:1 method="wB97M-V/def2-TZVPD" total_charge=+1 e_lumo_ev=-4.460 max_force_ev_per_a=4.685 relative_energy_kcal_mol=6.1 e_tot_ha=-869.3714 orbital_gap_ev=7.936
C -0.97 1.63 -0.08 0.647
C -0.59 -0.23 -1.66 0.063
C 0.32 1.43 0.53 -1.167
C 0.46 -0.55 0.58 0.598
C 1.87 -0.77 1.02 -1.509
N 0.26 -0.88 -0.79 0.282
N -1.28 0.93 -1.17 -0.135
N -1.91 2.32 0.55 -0.376
N -0.60 -1.17 1.29 -0.417
N 1.18 -1.88 -1.36 -0.739
S -0.68 -0.68 -3.24 -0.225
H 1.16 1.47 -0.12 0.511
H 0.38 1.60 1.51 0.501
H 2.72 -0.36 0.45 0.338
H 2.06 -1.90 1.22 0.391
H 1.98 -0.52 2.02 0.544
H -2.16 0.88 -1.63 0.308
H -1.65 3.18 1.07 0.278
H -2.88 2.17 0.46 0.203
H -0.48 -1.14 2.25 0.198
H -1.47 -1.30 0.84 0.205
H 1.67 -1.58 -2.22 0.253
H 0.61 -2.65 -1.52 0.247

19
Properties=species:S:1:pos:R:3:mulliken_charge:R:1 method="wB97M-V/def2-TZVPD" total_charge=-1 e_lumo_ev=3.670 smiles=CCNCCC[O-] max_force_ev_per_a=0.867 relative_energy_kcal_mol=16.1 e_tot_ha=-327.6704 orbital_gap_ev=5.841
C 2.39 -0.27 -0.69 -1.132
C 1.78 0.30 0.58 -0.514
N 0.41 0.72 0.45 -0.344
C -0.56 -0.19 1.06 -0.396
C -1.95 0.09 0.52 -0.552
C -2.08 -0.02 -1.02 -0.381
O -3.35 0.07 -1.44 -0.891
H 2.07 -1.28 -0.92 0.280
H 3.48 -0.29 -0.59 0.372
H 2.16 0.38 -1.55 0.308
H 1.87 -0.44 1.38 0.332
H 2.42 1.15 0.85 0.321
H 0.14 0.85 -0.52 0.209
H -0.49 -0.08 2.14 0.287
H -0.33 -1.23 0.79 0.322
H -2.27 1.08 0.84 0.270
H -2.68 -0.63 0.92 0.278
H -1.58 -0.99 -1.29 0.123
H -1.44 0.77 -1.50 0.109

19
Properties=species:S:1:pos:R:3:mulliken_charge:R:1 method="wB97M-V/def2-TZVPD" total_charge=-1 e_lumo_ev=3.690 smiles=CCN(C)CC[O-] max_force_ev_per_a=2.634 relative_energy_kcal_mol=56.8 e_tot_ha=-327.6056 orbital_gap_ev=5.758
C -0.74 2.34 -1.73 -0.904
C -0.26 1.65 -0.44 -0.560
N 0.05 0.21 -0.65 0.000
C -1.16 -0.52 -1.07 -0.878
C 0.84 -0.34 0.46 -0.847
C 0.30 -1.50 1.69 -0.042
O 1.40 -2.19 1.93 -0.836
H -1.39 1.65 -2.32 0.276
H 0.11 2.74 -2.33 0.265
H -1.49 3.10 -1.43 0.275
H 0.62 2.23 -0.14 0.396
H -0.91 1.89 0.40 0.356
H -0.88 -1.35 -1.73 0.255
H -1.73 0.18 -1.69 0.313
H -1.84 -0.95 -0.22 0.250
H 1.72 -0.91 0.20 0.223
H 0.98 0.50 1.13 0.292
H -0.66 -2.11 1.27 0.101
H 0.09 -0.71 2.53 0.065